Record 1
Formula: C2H14IO6
Source: OMol25
Level of theory: ωB97M-V with the def2-TZVPD basis set

Results
* orbital gap: 0.279 hartree
* LUMO: 2.7 eV
* 2S+1: 1
* highest occupied orbital energy: -0.179 Ha
* total charge: -1

XYZ file:
```
23
Properties=species:S:1:pos:R:3:forces:R:3:lowdin_charge:R:1
I -8.9985 3.8931 10.9652 0.01 -0.08 0.19 0.01
O -11.8270 3.5645 8.5722 -0.04 0.05 -0.07 -0.13
H -11.1978 3.9265 9.2164 -0.06 -0.13 -0.02 -0.10
H -11.2470 3.1517 7.9196 0.12 0.10 0.09 -0.01
O -10.6507 3.6673 14.3435 0.08 -0.07 -0.07 -0.12
H -10.2484 4.4743 14.6770 0.05 -0.05 -0.06 0.01
H -10.2038 3.5159 13.4903 -0.13 0.09 0.08 -0.10
O -9.1098 2.7013 7.5293 0.16 -0.30 -0.08 -0.11
H -8.8861 2.4023 8.4261 -0.18 0.33 -0.13 -0.04
H -8.2850 3.0717 7.1818 -0.08 -0.06 0.13 0.01
O -7.3740 5.6402 13.6319 0.04 -0.29 0.03 -0.15
H -7.5950 4.9351 12.9883 -0.01 0.37 0.11 -0.13
H -8.1999 6.1221 13.7307 0.00 -0.01 -0.16 0.01
C -5.0216 1.9904 8.8825 -0.19 0.82 -0.16 -0.22
C -5.9212 3.2029 8.6645 0.45 -0.44 0.77 -0.28
O -6.1689 3.3806 7.2874 -0.36 0.20 -0.09 -0.08
O -3.7903 2.1789 8.1732 0.21 -0.22 -0.09 -0.09
H -5.4500 1.1036 8.4245 -0.17 -0.11 0.16 0.12
H -4.8817 1.8558 9.9569 0.16 -0.20 -0.01 0.12
H -5.4375 4.0776 9.1231 0.17 0.12 -0.28 0.12
H -6.8388 3.1168 9.2561 -0.14 -0.15 -0.51 -0.01
H -5.3465 3.1754 6.8292 0.03 0.00 0.00 0.08
H -3.3034 2.9233 8.5396 -0.14 0.04 0.16 0.08
```
Forces are in eV/Å.



Record 2
Formula: C2H5N3O3
Source: OMol25
Level of theory: ωB97M-V with the def2-TZVPD basis set

Results
* orbital gap: 0.390 hartree
* SMILES string: NNC(=O)NOC=O
* LUMO: 0.5 eV
* 2S+1: 1
* highest occupied orbital energy: -0.371 Ha

XYZ file:
```
13
Properties=species:S:1:pos:R:3:forces:R:3:lowdin_charge:R:1
C 0.5707 0.0481 -0.5278 -1.23 1.79 0.63 -0.62
C -1.2179 -2.4058 -0.3841 0.77 -1.38 -1.88 -0.34
H -0.3287 2.7952 0.7256 1.94 -1.34 0.58 0.13
H 1.2714 2.2905 1.4632 -1.98 -0.18 -1.34 0.13
H 1.5034 1.8692 -0.9186 -2.75 -1.81 1.82 0.21
H -0.5164 0.0982 1.2758 0.54 -1.72 -2.23 0.19
H -0.5902 -3.4564 -0.5369 -2.66 1.65 0.01 0.20
N 0.4014 2.0298 0.8939 -0.47 0.94 1.02 -0.04
N 0.6896 1.3767 -0.2945 4.64 4.10 -2.93 -0.07
N -0.4083 -0.4041 0.3089 -0.17 -0.50 1.93 0.07
O 1.0596 -0.5494 -1.4390 0.76 -0.30 -0.61 0.11
O -0.2067 -1.7960 0.2525 -1.25 0.42 1.90 -0.05
O -2.2279 -1.8961 -0.8188 1.86 -1.68 1.10 0.08
```
Forces are in eV/Å.



Record 3
Formula: C40H102ClN6O18
Source: OMol25
Level of theory: ωB97M-V with the def2-TZVPD basis set

Results
* orbital gap: 0.286 hartree
* LUMO: 2.2 eV
* 2S+1: 1
* highest occupied orbital energy: -0.205 Ha
* total charge: -1

XYZ file:
```
167
Properties=species:S:1:pos:R:3:forces:R:3:lowdin_charge:R:1
Cl -0.3079 0.7089 0.8964 -2.89 -1.46 0.20 0.59
O 0.1604 1.6145 -0.0475 2.39 1.93 -3.64 -0.36
O -0.8656 -0.4799 0.3090 0.65 -0.19 -0.03 -0.32
O 0.7744 0.3829 1.7647 0.52 -0.30 1.40 -0.35
O -1.3928 1.4158 1.4909 -0.94 0.23 2.30 -0.36
C 0.3400 5.8447 -0.6881 0.26 0.29 -0.42 -0.07
C -0.4367 4.6981 -1.3474 -0.20 1.59 1.07 -0.33
O 0.3951 3.7604 -1.9209 0.66 -0.60 -0.75 -0.07
H 0.9348 6.4398 -1.3810 0.39 -0.41 -0.32 0.05
H 0.9962 5.4194 0.0714 0.05 0.25 0.10 0.07
H -0.3041 6.6236 -0.2802 -0.40 -0.34 0.45 0.07
H -1.0895 5.1170 -2.1133 -0.31 -0.14 -0.04 0.10
H -1.0049 4.2914 -0.5108 -0.49 -0.42 -0.30 0.11
H 0.4047 2.9765 -1.3668 0.00 -0.29 0.23 0.03
C -0.5871 3.9914 3.8817 0.62 -0.08 0.68 -0.07
C -0.5685 3.5548 5.3409 -0.84 0.38 -0.18 -0.31
O 0.3860 4.3615 6.0515 -0.70 -0.43 0.35 -0.09
H -1.2712 3.4308 3.2447 0.24 -0.07 -0.03 0.06
H 0.4563 3.9139 3.5761 -0.13 -0.22 -0.69 0.05
H -0.8152 5.0572 3.8735 -0.20 0.00 -0.11 0.08
H -0.5022 2.4823 5.5237 0.96 -0.20 -0.33 0.10
H -1.5696 3.7080 5.7442 0.06 0.75 0.47 0.10
H 1.2756 4.0615 5.8510 0.04 -0.25 -0.19 0.07
C -4.9690 2.3719 1.1340 0.27 0.79 -0.69 -0.15
O -5.0509 1.0173 1.3415 0.30 -1.37 1.21 -0.19
C -4.7579 0.6591 2.7080 -0.99 -1.53 -0.82 -0.15
C -4.7274 -0.9599 2.7833 -0.50 1.90 -0.16 -0.19
N -4.3145 -1.5243 1.4985 0.13 -1.41 0.83 -0.02
C -4.1489 -2.9887 1.6411 -2.09 -0.63 1.49 -0.18
C -5.4388 -3.6692 2.2315 -0.25 -0.22 -2.15 -0.20
O -6.4745 -3.5615 1.2249 -0.01 0.00 0.38 -0.19
C -7.4710 -4.5409 1.3898 -0.19 0.53 1.13 -0.14
H -5.7201 2.9726 1.6469 -0.23 -0.01 0.55 0.08
H -5.1506 2.5435 0.0730 0.18 -0.04 -0.08 0.08
H -3.9691 2.7131 1.4019 0.17 0.41 -0.02 0.08
H -5.6686 0.9094 3.2522 0.09 0.36 0.54 0.10
H -3.9252 1.2294 3.1196 0.40 -0.27 -0.23 0.10
H -5.7438 -1.1528 3.1266 -0.49 -0.48 -1.18 0.09
H -4.2365 -1.4418 3.6288 1.14 0.60 0.37 0.10
H -3.3531 -1.2317 1.3978 0.21 0.71 -0.59 0.09
H -3.4158 -3.2509 2.4040 0.69 0.05 0.09 0.10
H -3.9177 -3.5220 0.7190 0.07 0.48 -0.15 0.11
H -5.7468 -3.3318 3.2211 -0.11 0.51 -0.05 0.10
H -5.3740 -4.7538 2.3180 1.10 -0.22 0.31 0.10
H -8.0593 -4.6909 0.4846 0.39 -0.03 -0.07 0.09
H -8.1513 -4.2786 2.2001 -0.57 0.63 0.02 0.08
H -7.0792 -5.4483 1.8495 0.45 -0.68 -0.79 0.07
C -1.3698 -6.4090 -2.1524 0.07 0.88 0.81 -0.15
O -0.7393 -5.3637 -2.8254 0.18 -0.51 -3.28 -0.18
C -0.7265 -5.5928 -4.3243 0.35 0.41 3.03 -0.16
C 0.2039 -4.6226 -4.9466 0.09 0.43 -0.18 -0.28
N -0.1203 -3.2706 -4.6456 0.87 1.60 -1.35 -0.01
C 0.6125 -2.3165 -5.5726 -0.81 -2.78 1.00 -0.19
C 0.2353 -0.9423 -5.2863 0.15 2.07 0.14 -0.27
O 0.4334 -0.5515 -3.9463 0.22 -1.96 -0.58 -0.15
C 0.4262 0.8102 -3.8462 -0.07 1.05 0.35 -0.14
H -0.8933 -7.3626 -2.3802 -0.04 -0.25 0.36 0.08
H -2.4512 -6.4660 -2.2762 -0.30 -0.09 -0.68 0.07
H -1.2755 -6.0514 -1.1271 0.26 -0.85 0.38 0.07
H -1.7609 -5.4672 -4.6443 -0.03 -0.11 -0.32 0.12
H -0.3036 -6.5574 -4.6047 -0.48 -0.57 0.45 0.11
H 0.1245 -4.8712 -6.0049 0.17 0.06 -0.79 0.11
H 1.2504 -4.7548 -4.6720 -0.01 -0.49 0.26 0.12
H -1.1033 -3.1128 -4.8155 -0.30 0.09 0.18 0.11
H 0.4241 -2.5709 -6.6156 -0.58 0.14 -0.47 0.11
H 1.6877 -2.4935 -5.5439 0.04 0.21 0.80 0.10
H -0.7631 -0.6082 -5.5688 -0.74 -0.70 -0.07 0.12
H 0.8149 -0.3479 -5.9926 0.69 0.56 0.06 0.12
H -0.4056 1.2179 -4.4207 -0.26 0.42 -0.06 0.08
H 1.3550 1.2085 -4.2546 0.22 0.44 0.00 0.09
H 0.3046 1.0918 -2.8002 0.11 -0.01 -0.05 0.08
C -0.1973 -4.0769 1.2334 1.74 0.21 0.16 -0.07
O 0.9664 -3.5999 0.4923 -1.53 -0.69 0.60 -0.17
C 1.9728 -3.0764 1.3300 -1.07 1.15 -0.02 -0.24
C 2.9330 -2.2686 0.4403 0.09 -2.73 1.84 -0.23
N 2.3289 -1.2086 -0.2503 0.46 0.70 -0.72 -0.01
C 3.2729 -0.4714 -1.0882 -1.41 -0.31 -1.17 -0.17
C 3.9617 -1.3382 -2.1626 0.71 -0.39 -0.10 -0.23
O 3.1460 -2.2808 -2.8306 0.10 -0.76 -1.75 -0.18
C 3.8834 -2.9285 -3.9488 -1.45 1.42 1.23 -0.07
H -0.5309 -5.0344 0.8333 -0.19 0.30 -0.44 0.06
H -0.9835 -3.3303 1.3460 -0.01 0.09 -0.53 0.07
H 0.1329 -4.3090 2.2459 0.03 -0.08 0.33 0.07
H 2.4087 -3.8827 1.9199 0.79 -0.25 -0.25 0.11
H 1.5618 -2.4225 2.0992 -0.50 0.41 0.04 0.10
H 3.2579 -3.1236 -0.1525 0.68 0.63 -0.96 0.12
H 3.7170 -1.9604 1.1320 0.73 0.05 0.04 0.11
H 1.9338 -0.5920 0.4452 -0.28 0.22 -0.15 0.06
H 3.9467 0.2304 -0.5967 0.95 -0.61 0.53 0.10
H 2.6916 0.2688 -1.6379 -0.52 -0.14 -0.32 0.10
H 4.7842 -1.9729 -1.8330 0.54 0.45 0.87 0.11
H 4.3841 -0.6611 -2.9050 0.17 0.37 -0.12 0.11
H 4.7377 -3.5097 -3.6017 -0.08 -0.17 0.13 0.08
H 4.2207 -2.1841 -4.6700 0.32 0.40 0.14 0.08
H 3.1506 -3.4991 -4.5194 0.12 -0.42 0.55 0.05
C -3.4620 1.5124 -1.8474 0.00 0.13 -0.57 -0.09
O -4.8047 1.0330 -2.1523 0.40 0.24 -0.81 -0.18
C -5.0932 1.0604 -3.5990 1.84 -0.77 1.25 -0.20
C -6.4516 0.5412 -3.9775 -1.71 0.54 0.89 -0.23
N -6.9256 -0.7636 -3.4657 1.51 0.39 0.84 -0.06
C -6.0981 -1.8815 -3.9576 -2.75 -1.48 -0.77 -0.18
C -6.6630 -3.3229 -3.5428 2.21 1.78 1.87 -0.18
O -6.2828 -3.5305 -2.1499 0.11 -1.48 -0.25 -0.21
C -5.7303 -4.8705 -1.8965 -0.87 1.29 -1.07 -0.08
H -3.3153 2.5887 -1.9371 -0.73 0.49 -0.31 0.08
H -2.6947 1.1227 -2.5163 -0.15 -0.59 -0.19 0.08
H -3.1082 1.3295 -0.8328 -0.77 -0.73 0.09 0.07
H -4.3767 0.4068 -4.0967 0.56 -0.01 0.02 0.10
H -4.8620 2.0775 -3.9156 -0.54 0.11 -0.47 0.12
H -6.7198 0.4782 -5.0321 1.29 0.65 -0.78 0.11
H -7.1649 1.2880 -3.6288 -0.29 -0.02 0.39 0.11
H -7.8339 -0.7666 -3.9075 -0.21 -0.92 0.23 0.10
H -5.0177 -1.8085 -3.8335 -0.29 0.16 0.66 0.12
H -6.2916 -1.9506 -5.0281 0.48 0.19 -0.84 0.09
H -6.1272 -4.0062 -4.2017 -0.14 -0.38 0.00 0.10
H -7.7437 -3.4303 -3.6355 -0.05 0.18 -0.21 0.11
H -5.4794 -5.0416 -0.8496 0.01 0.65 -0.07 0.07
H -4.8672 -4.9748 -2.5539 0.30 -0.26 0.20 0.07
H -6.4677 -5.6225 -2.1775 -0.14 -0.20 -0.08 0.07
C 3.7219 1.8318 7.1700 -0.46 0.09 -0.02 -0.10
O 3.2761 1.7213 5.8072 0.42 0.33 0.98 -0.19
C 2.6214 0.4733 5.6331 0.45 -0.76 -1.33 -0.19
C 3.1885 -0.3304 4.3591 -0.58 -0.33 1.17 -0.16
N 4.4978 -0.9545 4.4268 1.62 0.04 1.03 -0.06
C 4.7750 -2.0230 5.3847 -0.48 -0.58 0.45 -0.20
C 6.2349 -1.9824 5.9286 -1.60 -0.35 -0.17 -0.22
O 6.3544 -0.6912 6.4585 0.55 0.50 0.07 -0.24
C 7.4883 -0.3596 7.2845 -0.96 -0.74 -1.90 -0.06
H 2.9038 1.5243 7.8213 0.07 -0.40 0.21 0.08
H 3.9231 2.8384 7.5367 0.09 0.39 -0.90 0.08
H 4.6220 1.2411 7.3404 -0.06 -0.29 0.00 0.07
H 1.5417 0.6047 5.5619 -0.18 0.38 -0.73 0.11
H 2.6580 -0.0883 6.5666 0.69 -0.53 -0.12 0.09
H 3.2483 0.2401 3.4322 -0.59 0.54 0.35 0.11
H 2.4874 -1.1451 4.1780 -0.32 0.07 -0.11 0.10
H 5.1842 -0.2852 4.7446 -0.09 0.85 -0.58 0.09
H 4.5269 -2.9897 4.9465 0.32 -0.23 -0.17 0.11
H 4.1437 -1.9760 6.2720 -0.27 0.27 0.30 0.10
H 6.9098 -2.2907 5.1301 0.56 0.62 -0.12 0.12
H 6.3441 -2.7026 6.7395 -0.09 -0.35 0.08 0.11
H 7.3012 0.7076 7.4035 0.59 -0.19 0.86 0.09
H 8.3884 -0.5434 6.6979 0.32 0.27 0.05 0.08
H 7.5254 -1.0322 8.1415 -0.13 0.48 0.49 0.08
C 2.8566 3.7036 1.8676 -0.30 -1.22 -1.28 -0.08
O 3.4155 4.1443 0.6193 -0.44 0.88 1.09 -0.21
C 3.5915 3.1435 -0.3898 -0.49 0.75 1.80 -0.21
C 3.7203 3.8792 -1.6945 0.21 0.23 0.85 -0.21
N 4.9431 4.6158 -1.6215 2.56 0.94 -1.44 -0.07
C 5.3565 5.4707 -2.7687 -0.36 -0.42 0.90 -0.18
C 5.0985 7.0305 -2.6569 -0.17 -1.94 0.42 -0.20
O 3.7534 7.4451 -2.4548 1.43 -0.65 -0.27 -0.19
C 2.9392 7.2413 -3.5813 -0.85 0.51 0.62 -0.13
H 2.4609 4.4850 2.5164 0.44 0.45 -0.47 0.08
H 3.5330 3.0602 2.4303 0.39 0.12 0.13 0.08
H 2.0192 3.0607 1.5966 -0.37 -0.13 0.26 0.07
H 2.7984 2.3974 -0.3388 -0.41 0.15 -0.25 0.10
H 4.5114 2.6417 -0.0896 0.37 -0.34 -0.65 0.12
H 2.9875 4.6670 -1.8693 -1.21 -1.07 -0.08 0.10
H 3.7505 3.0369 -2.3858 0.04 0.52 -0.90 0.12
H 5.1038 5.1367 -0.7713 -0.57 -0.30 0.21 0.11
H 5.0175 5.0168 -3.7000 -0.74 0.22 -0.05 0.11
H 6.4269 5.3007 -2.8850 0.42 0.60 0.15 0.09
H 5.5287 7.4290 -3.5757 0.00 0.55 -0.08 0.10
H 5.6359 7.3722 -1.7723 0.12 0.18 -0.14 0.11
H 3.4645 7.3179 -4.5333 0.14 0.27 -0.04 0.09
H 2.2207 8.0441 -3.4161 -0.38 -0.07 -0.87 0.09
H 2.3956 6.2966 -3.5681 0.11 -0.27 0.13 0.08
```
Forces are in eV/Å.



Record 4
Formula: C42H34BeN3O4PS
Source: OMol25
Level of theory: ωB97M-V with the def2-TZVPD basis set

Results
* orbital gap (spin up / spin down): 0.152 / 0.145 hartree
* LUMO (spin up / spin down): 4.2 / 4.1 eV
* 2S+1: 1
* highest occupied orbital energy (spin up / spin down): 0.001 / 0.006 Ha
* total charge: -2

XYZ file:
```
86
Properties=species:S:1:pos:R:3:forces:R:3:lowdin_charge:R:1
Be -0.1972 -0.3897 -0.1132 -0.12 -0.04 0.10 0.12
C 1.7375 -5.5303 0.2447 -0.07 -0.05 0.02 -0.06
C 0.3555 -6.1833 0.3207 0.02 -0.01 -0.02 -0.56
C 0.2467 -7.1954 -0.8271 0.02 0.03 0.04 -0.06
C 0.2478 -6.9229 1.6600 -0.02 0.00 -0.05 -0.05
C -0.7812 -5.1655 0.2247 0.02 -0.04 0.00 -0.19
C -2.1092 -5.6120 0.1926 0.04 -0.04 0.02 -0.08
C -3.1693 -4.7129 0.1463 -0.02 -0.03 0.01 -0.11
C -2.9064 -3.3616 0.1277 -0.07 0.04 0.00 -0.47
S -4.0211 -2.0025 0.0952 -0.07 0.05 0.04 1.00
C -2.6498 -0.8992 0.1215 -0.24 0.05 -0.04 -0.52
N -1.4484 -1.5488 0.1627 0.22 0.21 -0.29 0.01
C -1.5822 -2.8872 0.1495 0.02 -0.15 0.19 -0.29
C -0.5290 -3.8047 0.2028 0.02 -0.12 -0.03 0.05
C -2.6220 0.4989 -0.0653 -0.04 -0.02 0.07 -0.27
C -3.7514 1.3297 -0.1305 -0.12 0.03 0.00 -0.09
C -3.5855 2.6813 -0.3724 -0.10 0.06 0.02 -0.15
C -2.3152 3.2106 -0.5534 0.01 0.10 -0.02 -0.14
C -1.1980 2.3687 -0.4750 0.05 0.04 -0.05 -0.14
C -1.2927 1.0145 -0.2180 0.19 -0.04 0.00 -0.06
H 2.5061 -6.3042 0.2639 0.04 -0.05 0.00 0.08
H 1.9228 -4.8677 1.0880 0.00 0.08 0.07 0.08
H 1.8589 -4.9564 -0.6725 0.01 0.04 -0.08 0.09
H 1.0497 -7.9312 -0.7540 0.06 -0.06 0.00 0.07
H 0.3302 -6.6906 -1.7886 0.00 0.04 -0.08 0.09
H -0.7025 -7.7278 -0.8084 -0.07 -0.04 0.00 0.07
H 1.0463 -7.6603 1.7516 0.08 -0.08 0.01 0.08
H -0.7089 -7.4367 1.7503 -0.05 -0.03 0.01 0.07
H 0.3348 -6.2216 2.4883 0.00 0.06 0.06 0.09
H -2.3284 -6.6703 0.2176 -0.01 -0.08 0.00 0.09
H -4.1884 -5.0769 0.1310 -0.06 -0.02 0.00 0.09
H 0.4747 -3.4142 0.2252 0.14 0.05 -0.01 0.10
H -4.7440 0.9153 0.0057 -0.08 -0.02 -0.01 0.08
H -4.4539 3.3282 -0.4261 -0.05 0.03 -0.01 0.08
H -2.1895 4.2647 -0.7644 0.01 0.09 -0.02 0.08
H -0.2206 2.8123 -0.6520 -0.05 0.03 -0.14 0.06
O 3.3827 -2.0988 5.3380 -0.16 0.31 0.42 -0.05
C 3.7410 -2.2163 4.1559 -0.49 -0.55 -0.15 -0.72
O 4.7419 -2.7671 3.6787 0.48 0.09 -0.33 -0.04
C 2.7223 -1.6845 3.1134 0.15 0.20 0.04 -0.09
C 1.3663 -1.5947 3.4106 0.05 0.06 0.00 0.01
C 0.4937 -1.1068 2.4598 0.02 -0.07 0.13 -0.07
N 0.9102 -0.6312 1.2852 -0.23 -0.14 -0.11 0.12
C 2.2090 -0.6753 1.0131 0.21 0.06 0.11 -0.30
C 3.1377 -1.2442 1.8621 0.05 0.02 0.12 0.06
C 2.0217 -0.6376 -1.4190 0.19 0.69 0.19 -0.67
O 2.7647 -0.8257 -2.3526 0.71 -0.49 -0.60 0.05
O 0.7844 -0.8090 -1.3643 -0.96 -0.47 0.20 0.06
H 1.0209 -1.9024 4.3855 -0.02 -0.03 0.06 0.11
H -0.5745 -1.0735 2.6149 -0.12 -0.02 0.02 0.12
H 4.1780 -1.3114 1.5751 0.03 -0.01 0.01 0.13
N 2.6069 -0.0594 -0.2016 0.17 -0.03 0.20 -0.04
P 3.2549 1.4864 -0.0868 0.28 -0.13 -0.10 1.03
C 2.7958 2.1380 1.5314 -0.01 -0.07 0.11 -0.27
C 3.6065 1.9051 2.6443 0.07 -0.01 -0.15 -0.08
C 3.1553 2.2101 3.9147 -0.09 0.03 0.06 -0.07
C 1.8846 2.7413 4.0896 -0.03 0.00 -0.09 -0.08
C 1.0621 2.9564 2.9898 0.05 -0.01 0.15 -0.07
C 1.5065 2.6433 1.7188 0.07 -0.07 -0.25 -0.07
C 2.5431 2.5410 -1.3022 0.06 0.13 -0.11 -0.29
C 2.5775 3.9473 -1.0687 0.07 -0.22 0.06 -0.12
C 2.2579 4.8390 -2.0634 -0.06 0.06 -0.22 -0.13
C 1.9261 4.3978 -3.3489 0.01 0.05 0.07 -0.13
C 1.9529 3.0249 -3.6082 -0.03 0.13 -0.07 -0.11
C 2.2682 2.1118 -2.6305 -0.06 -0.03 0.04 -0.07
C 5.0283 1.3049 -0.1154 -0.30 0.03 0.05 -0.29
C 5.8590 2.3539 0.3276 -0.07 0.10 0.03 -0.12
C 7.2183 2.3134 0.1043 0.06 0.02 -0.01 -0.12
C 7.7899 1.2522 -0.5923 0.14 0.02 0.00 -0.12
C 6.9710 0.2300 -1.0663 -0.02 -0.04 -0.02 -0.11
C 5.6103 0.2480 -0.8407 0.01 0.01 -0.01 -0.08
H 4.5824 1.4536 2.5183 -0.02 -0.02 -0.02 0.11
H 3.7787 1.9858 4.7682 0.03 0.01 0.06 0.11
H 1.5221 2.9520 5.0862 -0.02 0.02 0.06 0.10
H 0.0558 3.3298 3.1200 -0.05 0.02 0.01 0.11
H 0.8357 2.7528 0.8723 0.16 -0.01 0.20 0.07
H 2.8462 4.3243 -0.0921 -0.02 0.01 0.12 0.09
H 2.2597 5.8993 -1.8381 0.00 0.02 0.00 0.09
H 1.6605 5.1036 -4.1252 0.01 0.01 0.00 0.08
H 1.7109 2.6589 -4.5998 0.00 0.00 0.01 0.10
H 2.2918 1.0620 -2.8831 -0.01 0.25 -0.07 0.08
H 5.4253 3.1944 0.8566 0.00 0.02 0.02 0.10
H 7.8435 3.1157 0.4757 0.02 0.04 0.02 0.09
H 8.8589 1.2219 -0.7613 0.00 0.00 -0.01 0.08
H 7.4046 -0.5994 -1.6094 0.02 -0.05 -0.03 0.09
H 4.9774 -0.5423 -1.2188 -0.05 -0.07 -0.04 0.09
```
Forces are in eV/Å.



The evaluated F_max for the records listed, in turn: 1.00; 6.85; 4.76; 1.09 eV/Å.
The evaluated calculated total energy for the records listed, in turn: -22690.029; -12764.472; -101432.082; -77297.070 eV.